# 1
# C45H48DyFN10O7S

C45H48DyFN10O7S as an isolated structure at a distorted geometry (wB97M-V/def2-TZVPD, OMol25).

Each line ends with the Mulliken spin population.
Element x y z (Å)
Dy -0.28 -0.54 1.82  4.914
O -3.77 -0.94 0.02  0.001
C -2.92 -1.56 0.65  0.002
N -2.51 -1.38 1.92  0.009
C -3.10 -1.79 3.05  0.002
O -4.14 -2.41 3.15  0.000
C -2.27 -1.50 4.28  0.003
C -2.87 -1.65 5.53  -0.002
C -2.12 -1.45 6.67  0.000
C -0.78 -1.12 6.52  0.000
C -0.25 -1.01 5.25  -0.002
N -0.97 -1.17 4.14  0.005
C -2.07 -2.66 0.04  0.001
C -2.66 -3.75 -0.60  -0.001
C -1.86 -4.84 -0.92  0.001
C -0.51 -4.79 -0.61  -0.002
C -0.01 -3.64 -0.02  -0.001
N -0.76 -2.60 0.32  0.009
H -3.91 -1.92 5.56  0.000
H -2.56 -1.55 7.65  0.000
H -0.15 -0.99 7.39  0.000
H 0.80 -0.79 5.10  -0.001
H -3.71 -3.74 -0.80  0.000
H -2.29 -5.72 -1.38  0.000
H 0.14 -5.62 -0.81  0.000
H 1.04 -3.57 0.25  0.000
C 6.28 -3.82 -1.58  0.000
C 6.35 -2.45 -0.90  0.000
N 5.03 -1.87 -0.71  0.000
C 4.43 -2.02 0.50  0.001
C 3.21 -1.52 0.80  0.000
C 2.58 -1.59 2.20  0.004
O 3.25 -1.18 3.14  0.000
O 1.37 -1.95 2.23  0.010
C 2.49 -0.73 -0.15  0.003
O 1.43 -0.12 0.13  0.003
C 3.12 -0.62 -1.45  -0.004
C 2.45 0.06 -2.47  -0.001
C 3.01 0.20 -3.70  0.000
F 2.32 0.83 -4.68  0.000
C 4.29 -0.31 -3.99  -0.001
C 4.94 -1.03 -2.99  0.000
C 4.38 -1.20 -1.71  0.003
N 4.91 -0.10 -5.22  0.000
C 4.73 1.09 -6.01  0.000
C 3.90 0.79 -7.26  0.000
N 4.63 -0.24 -8.04  0.000
C 4.83 -1.47 -7.23  0.000
C 5.59 -1.14 -5.94  0.000
H 7.28 -4.21 -1.73  0.000
H 5.78 -3.76 -2.54  0.000
H 5.73 -4.51 -0.95  0.000
H 6.98 -1.75 -1.46  0.000
H 6.81 -2.57 0.08  0.000
H 4.99 -2.55 1.25  0.000
H 1.46 0.45 -2.25  0.000
H 5.90 -1.44 -3.22  0.000
H 5.72 1.46 -6.32  0.000
H 4.26 1.88 -5.42  0.000
H 3.75 1.69 -7.86  0.000
H 2.92 0.40 -6.98  0.000
H 5.55 0.14 -8.30  0.000
H 4.12 -0.47 -8.90  0.000
H 5.37 -2.22 -7.82  0.000
H 3.84 -1.87 -6.98  0.000
H 6.62 -0.83 -6.18  0.000
H 5.64 -2.04 -5.33  0.000
O -1.52 1.22 2.62  0.043
S -2.78 1.81 2.05  0.007
C -4.16 1.25 3.09  0.001
C -5.23 0.64 2.47  0.000
C -6.29 0.19 3.23  0.000
C -6.28 0.36 4.60  0.000
C -5.21 1.00 5.22  0.000
C -4.14 1.44 4.46  0.000
C -2.76 3.51 2.70  -0.001
C -1.62 3.96 3.33  -0.001
C -1.61 5.24 3.87  0.000
C -2.72 6.05 3.75  0.000
C -3.86 5.59 3.10  0.000
C -3.88 4.32 2.56  0.000
H -5.21 0.47 1.40  0.000
H -7.12 -0.30 2.74  0.000
H -7.11 0.00 5.19  0.000
H -5.22 1.15 6.29  0.000
H -3.30 1.92 4.94  0.000
H -0.76 3.31 3.42  0.000
H -0.73 5.60 4.38  0.000
H -2.71 7.05 4.17  0.000
H -4.73 6.22 3.03  0.000
H -4.76 3.95 2.05  0.000
N 1.08 1.99 4.03  0.000
N 1.49 1.06 3.00  0.000
H 1.87 2.28 4.59  0.000
H 0.41 1.52 4.63  0.000
H 2.19 0.39 3.36  0.002
H 1.98 1.62 2.29  0.001
N -1.13 0.55 -0.20  -0.009
C -1.75 0.95 -1.10  0.004
N -2.37 1.36 -2.15  0.000
C -2.33 2.77 -2.53  0.000
C -3.65 3.44 -2.13  0.000
O -4.75 2.76 -2.68  0.000
C -4.81 1.42 -2.25  0.000
C -3.54 0.65 -2.65  0.000
H -2.22 2.81 -3.62  0.000
H -1.48 3.26 -2.06  0.000
H -3.69 4.46 -2.51  0.000
H -3.72 3.47 -1.03  0.000
H -5.68 0.98 -2.73  0.000
H -4.93 1.37 -1.16  0.000
H -3.46 0.60 -3.74  0.000
H -3.58 -0.35 -2.22  0.000

Properties
Net charge: +2
LUMO energy (alpha / beta): -4.73 / -4.73 eV
<S²>: 9.327
Multiplicity: 6
Frontier orbital gap (alpha / beta): 7.602 / 7.608 eV

---

# 2
# C4H2BrP

One molecule with the formula C4H2BrP at a distorted geometry (wB97M-V/def2-TZVPD, OMol25).

Each line ends with the natural charge from an NBO analysis.
Element x y z (Å)
C 0.42 -2.30 0.29  -0.106
C 0.92 -1.32 0.73  -0.426
P 1.75 0.08 1.48  0.950
Br 3.87 0.02 -0.32  -0.363
C 0.79 1.39 0.80  -0.465
C 0.29 2.36 0.26  -0.070
H 0.17 -3.30 0.11  0.237
H 0.02 3.20 -0.32  0.243

Properties
LUMO energy (alpha / beta): -2.18 / -2.18 eV
Frontier orbital gap (alpha / beta): 7.551 / 7.550 eV
Structure (SMILES): C#CP(Br)C#C

---

# 3
# C42H45BeN7

C42H45BeN7 as an isolated structure at a distorted geometry (wB97M-V/def2-TZVPD, OMol25).

Each line ends with the Löwdin charge.
Element x y z (Å)
Be -0.53 1.09 0.45  0.094
C -4.29 0.41 -2.14  -0.067
C -3.14 -0.61 -2.07  -0.370
C -3.18 -1.51 -3.31  -0.053
C -3.24 -1.39 -0.77  -0.150
C -4.30 -2.27 -0.58  -0.047
C -4.43 -2.98 0.60  -0.076
C -3.49 -2.82 1.60  -0.046
C -2.41 -1.95 1.44  -0.135
C -1.37 -1.85 2.55  -0.375
C -2.00 -1.32 3.84  -0.072
C -0.68 -3.20 2.80  -0.051
C -2.28 -1.22 0.25  -0.156
N -1.13 -0.42 0.04  0.024
C -0.08 -1.00 -0.69  -0.162
C 1.05 -0.26 -0.78  -0.189
N 1.04 0.98 -0.12  0.023
C 2.32 1.52 0.14  -0.157
C 2.84 2.63 -0.56  -0.142
C 4.15 3.04 -0.31  -0.052
C 4.97 2.37 0.58  -0.082
C 4.46 1.29 1.27  -0.048
C 3.15 0.87 1.09  -0.131
C 2.64 -0.28 1.94  -0.359
C 2.90 0.01 3.44  -0.083
C 3.27 -1.63 1.59  -0.037
C 2.08 3.43 -1.61  -0.358
C 1.37 2.59 -2.67  -0.054
C 1.15 4.44 -0.92  -0.052
C 2.04 -0.98 -1.61  -0.101
C 3.30 -0.75 -2.09  -0.008
C 3.93 -1.77 -2.86  -0.076
C 3.33 -2.97 -3.14  -0.037
C 2.02 -3.23 -2.66  -0.169
C 1.25 -4.41 -2.86  -0.035
C 0.00 -4.51 -2.31  -0.077
C -0.60 -3.45 -1.56  -0.016
C 0.11 -2.29 -1.37  -0.070
C 1.42 -2.23 -1.93  -0.104
H -4.23 1.01 -3.05  0.079
H -4.28 1.08 -1.28  0.070
H -5.25 -0.10 -2.14  0.079
H -2.19 -0.09 -2.07  0.105
H -4.16 -1.97 -3.44  0.075
H -2.43 -2.30 -3.24  0.069
H -2.97 -0.92 -4.21  0.081
H -5.03 -2.40 -1.36  0.109
H -5.25 -3.67 0.73  0.100
H -3.58 -3.39 2.52  0.107
H -0.61 -1.15 2.20  0.095
H -2.74 -2.01 4.23  0.076
H -2.50 -0.36 3.67  0.074
H -1.24 -1.18 4.62  0.071
H -1.39 -3.94 3.17  0.075
H 0.11 -3.09 3.54  0.074
H -0.24 -3.58 1.88  0.082
H 4.54 3.89 -0.86  0.108
H 5.99 2.70 0.73  0.099
H 5.10 0.76 1.98  0.109
H 1.56 -0.36 1.79  0.103
H 3.95 -0.19 3.69  0.074
H 2.29 -0.65 4.07  0.071
H 2.70 1.05 3.69  0.074
H 4.35 -1.60 1.75  0.081
H 3.09 -1.91 0.56  0.071
H 2.86 -2.42 2.24  0.079
H 2.84 4.01 -2.14  0.121
H 0.61 1.94 -2.24  0.045
H 2.08 1.95 -3.20  0.082
H 0.90 3.25 -3.41  0.078
H 0.48 3.92 -0.23  0.053
H 0.55 4.99 -1.65  0.078
H 1.73 5.16 -0.34  0.083
H 3.83 0.17 -1.88  0.106
H 4.93 -1.58 -3.23  0.097
H 3.86 -3.72 -3.73  0.104
H 1.66 -5.24 -3.43  0.105
H -0.58 -5.41 -2.46  0.097
H -1.59 -3.59 -1.14  0.103
N -0.88 2.45 4.13  0.062
C -0.32 1.49 3.40  -0.084
N -0.65 1.68 2.14  0.167
C -1.43 2.80 2.18  -0.260
N -1.60 3.30 3.37  0.158
C -1.96 3.25 0.89  -0.155
C -2.71 4.39 0.66  -0.040
N -3.13 4.70 -0.56  0.115
C -2.79 3.86 -1.54  -0.081
C -2.01 2.74 -1.32  -0.060
N -1.60 2.43 -0.10  0.129
H -0.83 2.59 5.13  0.168
H 0.30 0.70 3.79  0.127
H -2.95 5.06 1.48  0.126
H -3.15 4.10 -2.53  0.120
H -1.70 2.08 -2.12  0.123

Properties
LUMO energy: -1.04 eV
Frontier orbital gap: 4.457 eV

---

# 4
# C10H13N4S

An isolated ion of composition C10H13N4S and charge +1 at a distorted geometry (wB97M-V/def2-TZVPD, OMol25).

Each line ends with the natural charge from an NBO analysis.
Element x y z (Å)
N 1.54 -2.92 2.98  -0.730
C 1.11 -2.41 1.88  0.568
C 1.16 -2.91 0.46  -0.498
C 0.23 -1.90 -0.17  -0.252
N 0.14 -0.73 0.63  -0.263
C 1.32 0.31 0.30  0.212
S 2.82 0.04 0.88  -0.120
N 0.95 1.46 -0.27  -0.554
C -0.33 1.81 -0.89  0.132
C -0.53 3.19 -1.08  -0.218
C -1.74 3.65 -1.41  -0.186
C -2.75 2.77 -1.88  -0.184
C -2.44 1.42 -1.88  -0.176
C -1.25 0.92 -1.36  -0.237
N 0.46 -1.22 1.88  -0.370
H 2.18 -3.76 2.74  0.435
H 1.64 -2.60 3.97  0.460
H 2.22 -2.90 0.00  0.286
H 0.77 -3.92 0.43  0.259
H 0.56 -1.58 -1.18  0.244
H -0.68 -2.46 -0.29  0.228
H 1.71 2.10 -0.39  0.433
H 0.30 3.79 -0.73  0.216
H -1.84 4.69 -1.46  0.228
H -3.81 3.07 -2.06  0.236
H -3.07 0.86 -2.36  0.205
H -1.27 -0.14 -1.43  0.221
H 0.59 -0.64 2.67  0.425

Properties
Net charge: +1
LUMO energy: -3.27 eV
Frontier orbital gap: 8.252 eV
Structure (SMILES): [NH2+]=C1CCN(C(=S)Nc2ccccc2)N1

---

# 5
# C50H48N3O6P2Pd

C50H48N3O6P2Pd as an isolated structure at a distorted geometry (wB97M-V/def2-TZVPD, OMol25).

Each line ends with the Löwdin charge.
Element x y z (Å)
C -0.13 -0.99 5.87  -0.074
C 1.23 -1.09 5.63  -0.052
C 1.85 -0.24 4.71  -0.028
C 1.08 0.70 4.07  -0.284
O 1.71 1.54 3.06  -0.228
P 2.37 0.67 1.83  0.841
O 3.19 1.72 0.86  -0.223
C 3.49 2.99 1.40  -0.313
C 4.81 3.31 1.57  -0.002
C 5.12 4.51 2.22  -0.063
C 4.11 5.34 2.68  -0.081
C 2.78 5.00 2.47  -0.054
C 2.46 3.80 1.82  -0.035
O 3.42 -0.44 2.49  -0.203
C 4.69 -0.62 1.85  -0.285
C 5.73 -1.08 2.61  -0.003
C 7.00 -1.16 2.01  -0.062
C 7.18 -0.80 0.68  -0.085
C 6.08 -0.38 -0.07  -0.057
C 4.82 -0.29 0.53  -0.078
Pd 0.50 0.33 0.60  0.585
P -1.64 0.40 1.30  0.839
O -2.15 -0.64 2.49  -0.208
C -3.42 -0.45 3.11  -0.300
C -4.10 -1.54 3.57  -0.015
C -5.37 -1.34 4.13  -0.055
C -5.90 -0.07 4.23  -0.078
C -5.18 1.02 3.77  -0.049
C -3.93 0.82 3.21  -0.038
O -1.99 1.98 1.66  -0.260
C -2.86 2.68 0.75  -0.284
C -3.87 3.44 1.27  -0.018
C -4.79 4.03 0.39  -0.056
C -4.65 3.87 -0.98  -0.080
C -3.59 3.12 -1.48  -0.050
C -2.68 2.52 -0.60  -0.038
O -2.54 -0.05 -0.03  -0.239
C -3.45 -1.12 0.09  -0.298
C -4.77 -0.82 -0.06  0.006
C -5.72 -1.82 0.14  -0.055
C -5.32 -3.11 0.47  -0.082
C -3.97 -3.39 0.62  -0.067
C -3.02 -2.38 0.44  -0.038
C 0.64 -1.61 -0.40  -0.124
C 1.50 -2.66 0.17  -0.221
C 0.97 -3.48 1.18  -0.019
C 1.74 -4.50 1.72  -0.058
C 3.04 -4.70 1.28  -0.055
C 3.59 -3.84 0.33  -0.055
C 2.82 -2.83 -0.23  -0.028
C 1.10 -0.57 -1.23  -0.275
C 0.18 0.43 -1.62  -0.057
C -0.26 0.83 4.28  -0.035
C -0.88 -0.03 5.21  -0.061
H -0.62 -1.66 6.57  0.108
H 1.82 -1.84 6.16  0.111
H 2.91 -0.34 4.53  0.106
H 5.60 2.65 1.23  0.120
H 6.16 4.78 2.39  0.111
H 4.35 6.25 3.22  0.108
H 1.98 5.65 2.83  0.113
H 1.42 3.53 1.69  0.113
H 5.60 -1.35 3.65  0.123
H 7.85 -1.50 2.59  0.111
H 8.16 -0.84 0.23  0.108
H 6.21 -0.12 -1.12  0.114
H 3.99 0.05 -0.08  0.086
H -3.69 -2.54 3.48  0.123
H -5.93 -2.20 4.50  0.113
H -6.88 0.09 4.68  0.108
H -5.57 2.03 3.87  0.112
H -3.38 1.68 2.89  0.068
H -3.98 3.59 2.34  0.120
H -5.61 4.62 0.79  0.113
H -5.36 4.33 -1.66  0.108
H -3.46 3.01 -2.56  0.115
H -1.85 1.95 -1.01  0.082
H -5.08 0.19 -0.31  0.128
H -6.78 -1.59 0.05  0.114
H -6.06 -3.90 0.61  0.109
H -3.65 -4.40 0.88  0.114
H -1.97 -2.63 0.58  0.087
H -0.43 -1.75 -0.24  0.085
H -0.04 -3.30 1.56  0.112
H 1.33 -5.12 2.51  0.113
H 3.64 -5.51 1.69  0.112
H 4.63 -3.96 0.03  0.117
H 3.26 -2.18 -0.98  0.108
H 2.13 -0.50 -1.53  0.101
H -0.89 0.23 -1.53  0.029
H 0.48 1.26 -2.26  0.088
H -0.85 1.55 3.73  0.102
H -1.95 0.05 5.38  0.110
C -0.44 -0.87 -4.63  -0.196
C -0.11 -1.87 -5.74  -0.113
N -0.69 -3.11 -5.20  -0.054
C -0.14 -4.45 -5.36  -0.124
C -0.46 -5.14 -4.03  -0.148
N -1.04 -4.08 -3.19  0.070
C -1.00 -2.89 -3.89  -0.420
N -0.93 -1.66 -3.46  0.073
H 0.42 -0.27 -4.29  0.089
H -1.25 -0.19 -4.90  0.106
H -0.54 -1.58 -6.70  0.115
H 0.98 -1.97 -5.87  0.117
H -0.57 -4.97 -6.22  0.119
H 0.96 -4.40 -5.54  0.120
H -1.20 -5.93 -4.15  0.110
H 0.43 -5.58 -3.55  0.119
H -0.75 -4.06 -2.21  0.131

Properties
Net charge: +1
LUMO energy: -4.01 eV
Frontier orbital gap: 6.119 eV

---

# 6
# C30H72O17P2

A 5-piece molecular cluster, C30H72O17P2 overall at a distorted geometry (wB97M-V/def2-TZVPD, OMol25).

Each line ends with the Löwdin charge.
Element x y z (Å)
C -14.73 3.10 4.64  -0.072
C -14.71 4.51 4.06  -0.265
O -15.97 4.80 3.47  -0.208
P -16.14 5.77 2.19  0.433
O -15.02 5.72 1.26  -0.215
O -17.57 5.27 1.64  -0.166
C -18.64 4.86 2.48  -0.278
C -18.53 3.36 2.79  -0.069
O -16.47 7.22 2.77  -0.183
C -15.96 8.44 2.27  -0.266
C -14.70 8.96 2.98  -0.055
H -13.79 2.90 5.17  0.075
H -15.54 2.97 5.35  0.074
H -14.67 2.36 3.83  0.082
H -14.44 5.25 4.82  0.113
H -13.99 4.42 3.25  0.114
H -18.92 5.54 3.29  0.113
H -19.55 4.92 1.88  0.113
H -17.56 3.08 3.18  0.054
H -19.22 2.91 3.51  0.080
H -18.76 2.80 1.88  0.078
H -15.99 8.41 1.18  0.123
H -16.73 9.19 2.52  0.109
H -14.87 9.13 4.05  0.057
H -13.98 8.17 2.79  0.075
H -14.35 9.94 2.67  0.081
C -19.64 6.15 11.35  -0.075
C -18.13 6.19 11.27  -0.268
O -17.63 5.06 10.56  -0.185
P -17.90 4.83 8.98  0.422
O -19.27 4.36 8.66  -0.228
O -17.44 6.23 8.34  -0.166
C -17.87 6.45 7.01  -0.272
C -17.16 7.69 6.44  -0.040
O -16.85 3.70 8.62  -0.156
C -15.46 4.02 8.88  -0.278
C -14.58 2.80 8.91  -0.067
H -20.03 6.51 10.40  0.066
H -20.00 5.18 11.70  0.087
H -20.01 6.80 12.15  0.077
H -17.87 7.18 10.89  0.111
H -17.67 6.12 12.26  0.119
H -17.59 5.63 6.33  0.113
H -18.94 6.54 6.79  0.111
H -16.29 7.26 5.94  0.072
H -17.79 8.20 5.72  0.062
H -16.93 8.42 7.20  0.054
H -15.14 4.75 8.13  0.111
H -15.33 4.49 9.86  0.112
H -15.08 2.04 9.52  0.086
H -14.49 2.33 7.92  0.065
H -13.59 2.97 9.32  0.080
C -22.29 11.13 1.20  -0.100
O -23.01 10.08 1.80  -0.163
C -22.31 8.97 2.26  -0.220
C -21.56 9.08 3.59  -0.172
O -20.54 10.08 3.44  -0.145
C -20.48 11.01 4.51  -0.209
C -19.44 12.08 4.24  -0.184
O -18.15 11.57 3.96  -0.171
C -17.52 11.01 5.09  -0.110
H -21.46 10.77 0.60  0.095
H -22.02 11.88 1.95  0.077
H -22.94 11.67 0.50  0.084
H -21.62 8.58 1.50  0.128
H -23.06 8.24 2.57  0.127
H -21.05 8.15 3.84  0.121
H -22.31 9.29 4.36  0.122
H -20.22 10.47 5.43  0.108
H -21.48 11.41 4.70  0.129
H -19.37 12.85 5.01  0.129
H -19.73 12.50 3.27  0.126
H -16.62 10.42 4.96  0.074
H -18.20 10.29 5.56  0.061
H -17.17 11.79 5.77  0.095
C -11.83 15.78 9.46  -0.118
O -11.64 14.41 9.19  -0.189
C -12.86 13.75 8.90  -0.207
C -12.77 12.27 9.31  -0.171
O -13.84 11.55 8.72  -0.134
C -14.27 10.49 9.55  -0.195
C -15.22 9.63 8.68  -0.185
O -14.56 9.08 7.56  -0.222
C -13.38 8.32 7.69  -0.101
H -12.66 16.24 8.91  0.085
H -10.92 16.35 9.33  0.086
H -12.16 15.86 10.51  0.088
H -13.15 13.93 7.87  0.132
H -13.62 14.22 9.55  0.118
H -12.71 12.12 10.39  0.128
H -11.85 12.00 8.78  0.129
H -14.88 10.88 10.38  0.129
H -13.45 9.83 9.82  0.120
H -16.00 10.25 8.25  0.122
H -15.60 8.78 9.25  0.122
H -12.53 9.00 7.77  0.086
H -13.21 7.71 6.81  0.083
H -13.41 7.65 8.55  0.090
C -19.79 11.02 14.62  -0.117
O -18.90 10.44 13.72  -0.162
C -18.89 10.96 12.43  -0.195
C -20.26 10.99 11.73  -0.193
O -20.82 9.67 11.66  -0.164
C -22.19 9.64 11.27  -0.175
C -22.42 10.10 9.83  -0.207
O -21.45 9.63 8.91  -0.179
C -21.79 8.49 8.18  -0.107
H -19.47 12.03 14.92  0.091
H -19.78 10.49 15.57  0.091
H -20.81 11.12 14.24  0.079
H -18.13 10.45 11.84  0.123
H -18.62 12.02 12.42  0.124
H -20.21 11.28 10.67  0.119
H -20.97 11.70 12.16  0.118
H -22.67 10.04 12.17  0.131
H -22.48 8.58 11.29  0.121
H -22.29 11.18 9.74  0.119
H -23.44 9.88 9.51  0.125
H -21.06 8.36 7.38  0.077
H -22.81 8.48 7.76  0.086
H -21.91 7.60 8.82  0.087

Properties
LUMO energy: 0.42 eV
Frontier orbital gap: 9.850 eV
Structure (SMILES): CCOP(=O)(OCC)OCC.CCOP(=O)(OCC)OCC.COCCOCCOC.COCCOCCOC.COCCOCCOC

---

Record-wise energy above the lowest of the compared OMol25 structures with the same formula, charge and spin values, in eV: 0.000; 0.681; 0.000; 0.714; 2.801; 1.890
Record-wise calculated total energy values, in hartree: -4200.658745; -3068.826147; -2025.656237; -1005.761022; -3360.226432; -3147.972103